# 1
Density functional theory data (ωB97M-V/def2-TZVPD) for a structure of composition C4H16NO6Y.

* E: -19226.24781 eV
* orbital gap: 4.56 eV
* highest occupied orbital energy: -0.25 eV
* LUMO: 4.310 eV
* multiplicity: 1
* total charge: -2

Each line ends with the Mulliken charge.
Atoms and positions in Å:
Y1 1.31 -2.19 0.61  1.996
O1 2.20 -4.19 1.09  -0.947
H1 3.16 -4.28 1.21  0.143
O2 -0.57 -3.41 1.08  -0.935
H2 -1.21 -2.72 1.34  0.099
O3 0.75 -2.70 -1.52  -0.874
H3 0.54 -2.42 -2.44  0.069
O4 3.27 -1.46 -0.29  -0.944
H4 3.23 -0.97 -1.14  0.113
O5 1.67 -1.42 2.67  -0.940
H5 1.18 -0.67 3.06  0.075
C1 0.80 0.84 -1.09  -0.917
C2 0.06 0.99 0.27  0.028
C3 -1.08 2.12 0.24  -0.683
O6 -2.12 1.84 -0.78  -0.288
C4 -2.97 2.99 -1.03  -0.784
N1 -0.33 -0.33 0.74  -0.320
H6 1.51 0.02 -1.21  -0.113
H7 1.29 1.74 -1.46  0.381
H8 0.01 0.64 -1.81  0.339
H9 0.89 1.12 0.97  0.324
H10 -0.80 3.14 -0.03  0.462
H11 -1.57 2.12 1.21  0.301
H12 -2.32 3.80 -1.37  0.306
H13 -3.46 3.37 -0.13  0.302
H14 -3.81 2.88 -1.71  0.272
H15 -0.83 -0.19 1.60  0.198
H16 -0.83 -0.68 -0.07  0.339



# 2
Density functional theory data (ωB97M-V/def2-TZVPD) for the ion C4H10NO2 with charge +1.

* E: -9886.53811 eV
* orbital gap: 11.20 eV
* highest occupied orbital energy: -14.48 eV
* LUMO: -3.273 eV
* multiplicity: 1
* total charge: +1
* SMILES: C=C([NH3+])CC(O)O

Each line ends with the Mulliken charge.
Atoms and positions in Å:
C1 -1.21 -1.12 1.34  -0.857
C2 -0.89 -0.29 0.38  0.651
C3 -0.52 -0.32 -1.00  -0.774
C4 1.06 -0.12 -1.22  0.136
N1 -0.84 1.39 0.96  -0.457
O1 1.63 -1.24 -0.77  -0.528
O2 1.38 1.04 -0.42  -0.547
H1 -1.33 -1.04 2.43  0.292
H2 -1.27 -2.20 1.16  0.273
H3 -0.53 -1.33 -1.35  0.378
H4 -1.09 0.49 -1.53  0.308
H5 1.24 0.05 -2.27  0.379
H6 -1.41 1.62 1.80  0.330
H7 -1.19 2.08 0.30  0.348
H8 0.19 1.47 1.02  0.342
H9 2.68 -1.14 -0.89  0.390
H10 2.12 0.64 0.06  0.336



# 3
Density functional theory data (ωB97M-V/def2-TZVPD) for a structure of composition C29H20BrN3ORe.

* E: -109073.60178 eV
* orbital gap (alpha / beta): 5.58 / 5.93 eV
* highest occupied orbital energy (alpha / beta): -13.73 / -13.84 eV
* LUMO (alpha / beta): -8.148 / -7.911 eV
* multiplicity: 2
* total charge: +2

Each line ends with the Löwdin spin population.
Atoms and positions in Å:
Re1 -0.50 -0.23 0.55  0.893
Br1 5.57 -3.11 3.98  0.000
C1 4.11 -2.57 2.93  0.004
C2 3.83 -3.25 1.73  0.003
C3 2.77 -2.88 0.93  0.005
C4 1.96 -1.82 1.31  0.001
O1 0.96 -1.44 0.52  0.057
C5 2.23 -1.13 2.51  0.002
C6 1.44 -0.05 2.93  0.022
N1 0.36 0.42 2.35  0.009
C7 -0.31 1.54 2.94  0.003
C8 -0.19 1.99 4.23  -0.001
C9 -0.87 3.16 4.63  -0.002
C10 -1.66 3.86 3.76  0.000
C11 -1.82 3.40 2.44  0.001
C12 -2.61 4.05 1.46  0.017
C13 -2.72 3.52 0.20  0.000
C14 -2.07 2.32 -0.09  0.013
N2 -1.33 1.67 0.80  0.013
C15 -1.17 2.22 2.05  0.016
C16 3.32 -1.52 3.31  0.010
H1 4.47 -4.08 1.44  0.000
H2 2.57 -3.40 0.01  0.000
H3 1.78 0.46 3.84  0.001
H4 0.41 1.47 4.96  0.000
H5 -0.76 3.50 5.65  0.000
H6 -2.16 4.77 4.07  0.000
H7 -3.12 4.97 1.72  0.001
H8 -3.30 4.00 -0.57  0.000
H9 -2.16 1.86 -1.07  0.000
H10 3.53 -0.99 4.23  0.000
N3 -1.76 -0.94 -0.44  -0.042
C17 -2.76 -1.56 -1.07  -0.003
C18 -4.04 -0.90 -1.13  -0.004
C19 -4.86 -1.06 -2.26  -0.002
C20 -6.08 -0.41 -2.32  0.000
C21 -6.50 0.37 -1.25  -0.003
C22 -5.70 0.53 -0.12  0.000
C23 -4.47 -0.09 -0.06  0.000
C24 -2.50 -2.83 -1.67  -0.004
C25 -3.54 -3.75 -1.86  -0.003
C26 -3.28 -4.99 -2.42  0.000
C27 -1.98 -5.31 -2.80  -0.006
C28 -0.93 -4.41 -2.60  0.000
C29 -1.18 -3.19 -2.03  -0.003
H11 -4.52 -1.64 -3.10  0.000
H12 -6.70 -0.51 -3.19  0.000
H13 -7.46 0.87 -1.29  0.000
H14 -6.05 1.12 0.72  0.000
H15 -3.85 -0.01 0.82  0.002
H16 -4.54 -3.51 -1.53  0.000
H17 -4.08 -5.70 -2.55  0.000
H18 -1.78 -6.27 -3.25  0.000
H19 0.07 -4.67 -2.92  0.000
H20 -0.38 -2.47 -1.89  0.000



# 4
Density functional theory data (ωB97M-V/def2-TZVPD) for the molecule C5H6OS.

* E: -18158.87351 eV
* orbital gap (alpha / beta): 7.71 / 8.95 eV
* highest occupied orbital energy (alpha / beta): -6.78 / -9.56 eV
* LUMO (alpha / beta): 0.937 / -0.612 eV
* multiplicity: 3

Each line ends with the Löwdin spin population.
Atoms and positions in Å:
C1 -0.73 0.08 -0.50  0.013
C2 0.67 -0.08 -1.07  0.059
C3 1.83 -0.30 -0.25  0.658
C4 -0.88 0.07 1.01  0.061
C5 0.24 -0.19 1.91  0.629
O1 1.63 0.94 -0.79  0.209
S1 -0.76 -1.58 1.85  0.269
H1 -1.14 1.02 -0.88  -0.001
H2 -1.34 -0.73 -0.91  0.001
H3 0.66 -0.38 -2.12  0.004
H4 2.74 -0.87 -0.31  0.055
H5 -1.72 0.67 1.35  0.008
H6 0.63 0.31 2.77  0.035